C23H47ClFIN3O9PSi2 | ωB97M-V/def2-TZVPD

Geometry as XYZ:
```
88
Properties=species:S:1:pos:R:3:forces:R:3
O -3.67410 4.65590 -5.04530 -0.6 0.7 1.4
C -4.28894 5.13888 -4.14123 0.8 -0.7 -1.6
F -5.19928 4.40971 -3.46348 -0.2 0.0 0.0
N -4.22358 6.45154 -3.65081 0.1 -0.7 0.8
C -3.36467 6.65091 -2.50434 0.0 1.0 -0.2
O -3.45530 7.69942 -1.90726 0.0 -0.7 -0.1
Si -2.12251 5.29069 -1.93879 0.5 0.4 -0.3
Cl -0.46593 5.43098 -3.12656 -0.3 -0.1 0.1
O -1.70715 5.56307 -0.37804 -0.3 -0.6 -0.4
Si -1.51429 4.25514 0.64710 0.2 0.2 0.5
O -1.02711 2.92277 -0.19588 -0.2 0.5 0.1
C -3.07662 3.94033 1.60320 0.3 0.7 -0.7
C -4.29544 3.60474 0.74467 0.1 -0.4 0.8
C -4.32109 2.21418 0.15599 0.2 0.2 -0.2
I -3.87060 0.65986 1.54015 0.0 -0.1 -0.1
P 0.22025 4.66568 2.01007 -0.4 -0.3 -0.2
O 0.20890 3.65565 3.06268 -0.1 -0.6 0.7
O 1.52422 4.55131 1.10033 0.1 0.7 -0.2
O 0.24170 6.15530 2.54635 0.1 0.3 0.0
H -5.16255 6.73852 -3.39724 -0.1 0.5 0.0
H -2.79966 4.00183 -2.09550 0.0 -0.1 -0.1
H -1.61883 2.19402 0.01672 0.2 -0.6 -0.2
H -3.29801 4.87465 2.10453 0.0 0.4 0.3
H -2.87988 3.22368 2.38457 0.0 -0.4 0.2
H -4.39894 4.31453 -0.06494 0.0 0.3 -0.4
H -5.17098 3.72742 1.36184 -0.4 0.1 0.2
H -3.63198 2.13486 -0.67100 0.3 -0.3 -0.2
H -5.29153 1.99335 -0.23916 -0.5 -0.2 -0.1
H 1.74835 3.62190 1.05126 0.3 -0.5 -0.1
H -0.29261 6.74913 2.01546 0.0 0.3 -0.2
C 1.38068 -1.18342 -3.29651 -0.1 -0.1 -0.2
C 0.37023 -1.18149 -2.13225 1.4 0.2 -0.6
C 0.28611 -2.57318 -1.51659 -0.3 -0.4 0.0
C -0.40638 -3.58158 -2.43156 0.0 0.1 -0.1
C -1.78277 -3.07473 -2.86747 0.2 -0.3 0.4
C -1.77991 -1.65277 -3.43186 -0.1 -0.1 -1.5
N -0.97766 -0.72665 -2.58114 -0.5 -1.1 1.3
O -1.66933 -0.33757 -1.57052 -0.3 0.8 0.1
C -1.24922 -1.64727 -4.87800 0.2 -0.1 0.0
C -3.21669 -1.15218 -3.51773 -0.2 0.2 0.3
C 0.92989 -0.19810 -1.11425 -0.2 0.3 0.3
H 2.39485 -1.19491 -2.90003 0.0 0.0 0.1
H 1.30507 -2.05366 -3.94396 -0.1 0.0 0.0
H 1.27520 -0.28699 -3.90873 0.0 0.0 0.0
H -0.25808 -2.51919 -0.56912 0.0 0.1 0.0
H 1.29098 -2.91837 -1.27108 0.1 0.1 0.0
H 0.21285 -3.80201 -3.30566 0.0 0.0 0.0
H -0.52392 -4.52822 -1.90152 0.0 0.0 0.0
H -2.20161 -3.74898 -3.61697 -0.1 0.1 -0.1
H -2.45310 -3.11541 -2.00316 0.0 0.1 0.0
H -1.11905 -0.62542 -5.23521 0.0 0.0 0.0
H -1.96366 -2.13940 -5.53690 -0.1 0.0 0.1
H -0.30828 -2.17759 -5.00253 0.0 0.1 0.0
H -3.73717 -1.23439 -2.56548 0.1 0.1 0.0
H -3.76385 -1.75175 -4.24336 0.1 -0.1 -0.1
H -3.25313 -0.11054 -3.83980 0.0 0.0 0.0
H 1.03155 0.79753 -1.55105 0.0 0.0 0.0
H 1.91369 -0.53578 -0.79597 0.0 -0.1 -0.1
H 0.30926 -0.12079 -0.22354 -0.1 0.0 -0.1
C 2.15933 -3.60545 4.80255 0.1 0.1 0.1
C 2.48644 -3.86786 3.31935 -0.6 -0.3 1.3
C 3.84541 -4.55208 3.20196 0.4 0.1 -0.2
C 5.00648 -3.62099 3.54416 -0.1 0.1 0.0
C 4.94831 -2.34017 2.71074 0.1 -0.5 -0.1
C 3.58909 -1.63873 2.72908 0.1 1.2 0.9
N 2.46909 -2.60523 2.52558 1.2 -0.8 -1.0
O 2.32224 -2.86956 1.27589 -0.5 0.3 -0.3
C 3.39649 -0.86671 4.04834 0.0 -0.2 0.2
C 3.56386 -0.58512 1.62972 -0.1 -0.1 -0.4
C 1.38880 -4.79673 2.81825 -0.1 -0.1 -0.4
H 1.85787 -4.53581 5.28185 0.0 -0.1 -0.1
H 3.00178 -3.23322 5.37979 0.0 0.0 -0.1
H 1.33402 -2.90014 4.90224 0.0 0.0 0.0
H 3.97696 -4.92439 2.18119 -0.1 0.1 0.0
H 3.86200 -5.42617 3.85560 -0.1 0.0 0.0
H 5.00904 -3.38123 4.61069 -0.1 0.0 0.0
H 5.95022 -4.13333 3.35014 0.0 0.0 0.0
H 5.70871 -1.64089 3.06235 0.0 0.1 0.0
H 5.20942 -2.58978 1.67746 -0.1 0.0 0.0
H 2.38077 -0.47783 4.12095 0.0 0.0 0.0
H 4.07784 -0.01780 4.08386 0.0 0.0 -0.1
H 3.60341 -1.45723 4.93760 0.0 0.0 -0.1
H 3.82044 -1.00109 0.65727 -0.1 -0.1 0.0
H 4.29443 0.18923 1.85738 0.1 0.0 0.1
H 2.58206 -0.11617 1.55470 0.0 0.0 0.0
H 0.40759 -4.33339 2.92966 0.0 0.0 0.0
H 1.39930 -5.71448 3.40407 0.0 0.0 0.1
H 1.52019 -5.07277 1.77414 0.0 0.1 0.0
```
Positions in Å, forces in eV/Å.

## Properties
F_max (eV/A): 1.914
Spin multiplicity: 3
Total charge: 0
HOMO energy (spin up / spin down) (eV): -8.3285 / -9.3175